Record 1
This record from OMol25 describes a cluster of 8 separate species, C4H24O8 in total in a non-equilibrium geometry. The level of theory is ωB97M-V/def2-TZVPD.

```
36
C4H24O8 | OMol25 | ωB97M-V/def2-TZVPD
H -8.71110 2.33340 12.18419
O -11.94880 2.61401 12.27837
H -9.76985 1.13594 10.37289
O -10.30751 0.39486 10.02739
H -7.31028 -1.09800 7.64762
O -11.96159 -0.44204 12.24858
O -10.60055 3.70811 9.09801
H -12.19005 2.63798 11.32772
H -10.13231 2.91756 12.23416
H -9.01583 -0.87418 7.19840
O -13.80511 -1.25087 6.64628
H -8.63759 3.09579 9.10665
C -8.28246 -1.54088 7.66890
H -11.30280 -0.11651 11.59302
O -12.35334 2.03017 9.43637
H -11.79823 2.74759 9.03953
H -11.67129 -1.31441 12.48130
H -12.61486 0.09194 5.44450
C -12.69891 -0.42421 6.43110
H -8.22750 -2.45807 7.06742
H -9.09519 4.66176 8.23727
H -9.10151 -1.18467 9.49326
H -10.33512 3.63462 10.03087
H -11.07694 0.88913 9.66344
H -14.60799 -0.74739 6.43254
H -13.69204 2.58039 7.92136
H -12.53580 1.92574 12.64604
C -9.33514 3.61684 8.42831
H -12.56955 0.30740 7.22654
H -9.57367 3.10204 7.50735
H -11.75704 -1.04178 6.52313
H -14.17448 1.22455 8.79099
C -13.65629 2.18267 8.92588
O -8.65741 -1.90011 9.02545
O -9.25590 3.00478 11.77853
H -14.39964 2.69783 9.51752
```

* SMILES string: CO.CO.CO.CO.O.O.O.O
* net charge: 0
* spin multiplicity: 1
* LUMO: 0.4 eV
* largest force on an atom: 2.29 eV/A

Results of the Löwdin charge analysis, in e, for atoms 1 through 5: atom 1 (H): 0.047, atom 2 (O): -0.066, atom 3 (H): 0.041, atom 4 (O): -0.066, atom 5 (H): 0.056

Record 2
This record from OMol25 describes a structure of composition C24H35FN3OsSSbSe4Te. The level of theory is ωB97M-V/def2-TZVPD.

```
71
C24H35FN3OsSSbSe4Te | OMol25 | ωB97M-V/def2-TZVPD
F -1.25004 2.72012 -0.50809
C 1.81847 2.69937 1.40057
H 3.38585 -0.86791 2.82805
C -0.20715 3.10556 0.27287
H 2.61474 2.03425 1.69715
H -5.14250 3.56146 -0.05096
C 0.73597 2.16827 0.68773
C 1.49975 -0.03354 3.19619
H 2.45597 1.13878 -3.32489
C -4.70985 2.74820 3.04569
H -1.94204 -2.27397 -2.33185
H 2.62765 -2.95394 1.69691
H 1.02445 5.99358 1.50036
C -0.12547 4.45421 0.55135
H 1.75202 3.37868 -1.38978
N 0.68849 0.80560 0.29653
C 0.44268 1.25642 -2.75540
H 2.77995 4.39823 2.25842
H -1.06248 -5.57765 -3.31544
Se -5.72075 -0.65809 1.48763
N -0.06388 -4.47816 -0.99516
Se -1.82987 -2.26160 1.51959
H -4.87848 1.78393 0.04306
C -2.51185 -4.35556 -2.30542
C 2.41867 -0.87746 2.31592
C 3.80420 0.10494 -1.64506
C 1.92117 4.04554 1.70263
H -3.21191 -4.42844 -1.46789
Se -2.13185 0.83188 2.09856
S 0.47352 -1.90538 -1.06703
C 1.96987 -2.34496 2.32063
H -2.31954 -6.49310 -2.47927
C 4.55693 -0.62558 -0.74912
C 0.94593 4.93738 1.28229
H -0.89598 5.10793 0.16415
H 0.19684 0.19980 -2.86029
C 2.01286 0.30846 -0.04476
H 1.99452 -2.73671 3.33984
H -3.77573 2.80980 -0.93582
H -0.21926 1.68510 -2.00919
H 1.38546 -0.54251 4.15610
C 4.03987 -0.86959 0.50425
C 1.91916 1.45539 -2.42652
C -0.51377 -3.29049 -1.39718
H -5.44324 3.54694 2.95338
H 0.72733 -4.44270 -0.37343
C -0.77991 -5.73246 -1.18833
C 2.26352 2.93944 -2.24423
Sb -4.03833 -1.75911 0.22142
H 0.22893 1.75019 -3.70679
C 2.54219 0.59737 -1.32208
H -4.25727 2.75880 4.03398
H 5.53884 -0.99089 -1.02167
Os -0.87439 -0.38450 0.25273
H -5.14386 1.77381 2.82916
H 4.20307 0.31377 -2.63070
Te -3.16825 3.05605 1.63336
C -4.40500 2.75907 -0.05278
H 0.95566 -2.45488 1.94188
H -1.37687 -5.95225 -0.29876
C 2.77460 -0.42608 0.88961
H 4.62797 -1.43068 1.22207
C -1.67396 -5.61833 -2.41216
H 0.50454 0.10657 2.78574
H 3.33667 3.07423 -2.09703
N -1.62538 -3.21599 -2.11099
H -0.04817 -6.53007 -1.31273
Se -2.61773 -0.16378 -1.35344
H 1.96796 3.49901 -3.13470
H 1.91787 0.95087 3.40127
H -3.08939 -4.18268 -3.21214
```

* net charge: 0
* spin multiplicity: 1
* LUMO (alpha / beta): -0.9 / -0.9 eV
* largest force on an atom: 0.30 eV/A

Results of the Löwdin charge analysis, in e, for atoms 1 through 5: atom 1 (F): -0.095, atom 2 (C): -0.015, atom 3 (H): 0.124, atom 4 (C): -0.345, atom 5 (H): 0.111

For the records above, the corresponding energy relative to the best compared isomer or geometry (same formula, charge and spin) values read 39.18, 0.00 kcal/mol.